No. 1
C30H45NO2P2Sn | ωB97M-V/def2-TZVPD

Structure (XYZ):
```
81
Properties=species:S:1:pos:R:3:forces:R:3
P 0.5369 -2.5062 -2.9363 -3.130 1.075 2.344
P 0.0464 1.9176 -0.4165 -0.481 -1.509 -1.363
C 0.2494 0.2028 -2.5881 -2.047 0.365 -1.011
C 0.6701 1.5276 -2.0922 0.611 0.299 -0.735
H -0.6895 0.2509 -3.2316 2.076 0.598 0.418
H 0.9525 -0.3068 -3.2716 -0.322 0.839 1.043
H 1.7673 1.5394 -2.1295 -0.143 0.379 0.245
H 0.2762 2.2526 -2.8082 0.289 0.886 0.086
C -1.6465 2.4044 -0.9281 0.092 0.647 0.660
H -2.1127 2.8960 -0.0574 -0.145 -0.115 -0.564
H -2.2687 1.5351 -1.2467 0.590 0.550 0.374
H -1.5298 3.0888 -1.7785 -0.270 0.019 0.237
C 1.2197 3.1079 0.1748 -0.255 0.747 0.239
H 0.9280 4.0586 -0.3006 0.597 0.054 0.425
H 2.2252 2.7719 -0.1503 -0.663 0.304 0.194
H 1.1269 3.1251 1.2676 0.225 0.363 -0.328
C -0.8643 -3.5796 -2.3690 1.582 -1.893 0.459
H -0.9787 -3.3539 -1.2801 0.058 -0.968 -0.830
H -0.5917 -4.6284 -2.5664 -0.730 -0.221 0.351
H -1.7816 -3.2788 -2.8867 0.580 -0.313 0.363
C 2.2397 -2.8553 -2.4929 -0.199 -0.917 0.240
H 2.9434 -2.4627 -3.2405 -0.262 -0.294 0.368
H 2.3005 -3.9485 -2.3998 0.669 0.272 0.167
H 2.3531 -2.3393 -1.5216 0.363 -0.521 -0.489
Sn -1.2616 -0.9255 -1.5136 1.497 -0.372 1.622
C 0.3740 0.9951 -5.0750 -1.248 1.809 -0.875
C -0.9470 1.2046 -4.8701 1.788 0.903 -1.771
C -2.0444 0.4443 -5.5334 -0.002 0.052 -0.218
C -1.7385 -1.0342 -5.8423 -0.536 0.710 -0.630
C -1.2746 -1.8172 -4.6754 0.371 -1.751 -1.377
C 0.1743 -2.2708 -4.6529 0.677 -0.625 -0.067
C 1.3425 -1.4052 -5.2505 -0.665 -0.926 -1.068
C 1.0459 -0.0476 -5.9004 0.998 0.038 -0.837
C 0.5211 -0.8848 -0.1106 0.363 -0.422 1.119
H 1.0828 1.7390 -4.6792 -0.490 -0.454 0.184
H -1.2520 2.0838 -4.2744 0.218 -0.497 -0.265
H -2.3149 0.9647 -6.4665 0.025 -0.135 0.153
H -2.9200 0.5162 -4.8997 -0.360 -0.213 0.167
H -2.6776 -1.4870 -6.1533 -0.182 0.077 -0.219
H -1.0611 -1.1159 -6.7152 -0.319 0.012 0.589
H -1.9872 -2.6574 -4.4966 0.747 0.936 0.271
H 0.2793 -3.3228 -5.0297 -0.416 0.825 -0.622
H 1.6887 -2.1109 -6.0099 0.448 0.539 -0.369
H 2.2132 -1.2773 -4.6055 -0.409 -0.040 0.364
H 2.0525 0.3662 -6.1366 -0.531 -0.254 0.022
H 0.5837 -0.1792 -6.8865 -0.052 0.038 0.328
H 0.5894 0.1374 0.3724 0.016 -1.787 -0.512
H 1.4656 -0.9864 -0.6775 -0.592 -0.089 0.187
H 0.5058 -1.5811 0.7357 0.192 -0.075 0.148
C 3.4782 1.0622 5.8873 -0.037 -0.372 0.075
C 2.4948 -0.0758 5.6493 -0.399 0.310 0.055
C 2.8817 -1.3781 5.9187 0.036 -0.702 0.156
C 1.9985 -2.4563 5.7466 0.231 0.512 -0.085
C 0.7522 -2.2214 5.1659 0.281 0.182 0.247
C 0.3662 -0.9184 4.8149 0.956 0.038 0.332
N -0.7696 -0.7308 4.0322 -0.308 -0.284 -0.164
C -1.7149 0.2833 4.2119 -0.910 1.056 -0.061
C -2.1746 0.6827 5.4703 -0.228 -0.455 -0.245
C -3.1302 1.6884 5.5970 0.254 0.458 -0.191
C -3.5881 2.3604 4.4559 -0.313 -0.192 0.004
C -3.1145 2.0129 3.1882 -0.038 -0.263 0.743
C -2.1974 0.9839 3.0912 1.077 -0.306 -0.571
C -1.5759 0.7203 1.7214 -0.317 -0.611 -0.280
O -2.1642 -0.0712 0.9553 1.017 1.385 0.702
O -0.4743 1.4019 1.4848 -1.822 0.075 0.815
C 1.2072 0.1745 5.1530 -0.233 -0.338 -0.216
C 0.7372 1.5817 4.9418 0.311 0.684 -0.209
H 3.6485 1.6262 4.9579 0.004 -0.084 0.339
H 3.1233 1.7570 6.6684 0.162 -0.235 -0.342
H 4.4332 0.6240 6.2131 -0.245 0.300 -0.087
H 3.8992 -1.5368 6.2808 -0.319 -0.147 0.018
H 2.3038 -3.4556 6.0746 -0.196 0.347 -0.299
H 0.0489 -3.0298 5.0015 0.075 -0.040 -0.055
H -1.0884 -1.5222 3.4882 0.184 0.136 0.103
H -1.7956 0.1408 6.3292 -0.037 0.125 0.120
H -3.4624 2.0033 6.5957 0.045 -0.243 -0.530
H -4.3664 3.1134 4.5338 0.200 0.045 0.133
H -3.4288 2.5201 2.2790 -0.083 0.019 0.257
H 0.2613 1.7313 3.9592 0.161 -0.093 0.378
H 0.0176 1.8784 5.7206 0.169 -0.043 -0.290
H 1.5816 2.2825 5.0094 -0.303 -0.212 -0.071
```
Forces are in eV/Å.

Its net charge is 0. As for the total energy: -2271.976244 a.u. The highest occupied orbital energy (alpha / beta) comes out at -0.2186 / -0.2136 hartree. For the frontier orbital gap (alpha / beta), the calculation gives 6.3 / 5.5 eV. As for the LUMO energy (alpha / beta): 0.0124 / -0.0098 Eh.

---

No. 2
C30H44F19N2O12 | ωB97M-V/def2-TZVPD

Structure (XYZ):
```
107
Properties=species:S:1:pos:R:3:forces:R:3
C 1.6214 0.7502 2.3237 0.117 -1.107 -0.735
C 0.5945 0.5855 1.1681 -1.006 2.163 1.024
F 1.0230 -0.5710 0.3562 0.496 -0.429 -0.252
N -0.7310 0.6102 1.5182 0.236 -0.658 -0.258
C -1.0993 -0.4103 2.4689 -0.862 0.316 -0.771
C -1.2831 -1.8582 1.8887 0.453 -0.075 1.366
C -0.4452 -2.9055 2.6539 -0.040 -0.594 -0.511
C 0.8956 -3.2246 1.9988 -0.372 0.271 0.176
N 1.4808 -4.5216 2.4386 0.211 0.492 -0.384
H 2.1903 -0.1777 2.3801 0.281 -0.004 0.375
H 2.3096 1.5614 2.1216 0.132 0.130 -0.122
H 1.1166 0.9436 3.2580 -0.138 0.001 0.263
H 0.7455 1.4513 0.5132 0.224 -0.237 -0.511
H -2.0997 -0.1303 2.8229 -0.006 0.101 0.274
H -0.4680 -0.4547 3.3745 0.209 -0.170 0.010
H -2.3185 -2.1754 2.0108 -0.261 0.181 -0.112
H -1.0582 -1.8544 0.8310 0.159 0.030 -0.233
H -1.0002 -3.8435 2.7266 -0.036 -0.175 -0.096
H -0.2649 -2.6111 3.6849 -0.098 0.220 0.217
H 1.5771 -2.4115 2.2234 0.239 0.114 -0.046
H 0.7427 -3.1870 0.9235 0.150 -0.122 -0.109
H 2.4468 -4.3224 2.6739 0.050 -0.225 0.225
H 1.5555 -5.0884 1.6014 -0.097 -0.273 0.104
C 7.7633 2.2448 1.1216 -0.160 -0.133 0.191
C 7.3253 3.6921 1.1937 0.442 -0.129 -0.360
O 6.0537 3.8114 1.8523 -0.171 0.154 0.138
C 6.0826 3.8453 3.1787 0.421 0.000 -0.362
O 7.0599 3.7894 3.8665 -0.159 0.019 0.163
C 4.6551 4.0112 3.7196 -0.697 -0.087 0.272
F 3.7959 3.2250 3.0681 0.230 0.198 0.133
F 4.2476 5.2875 3.5764 0.195 -0.156 -0.055
F 4.5966 3.7116 5.0196 0.161 0.048 -0.224
H 6.9951 1.6382 0.6420 0.022 0.041 -0.084
H 8.6890 2.1562 0.5534 -0.002 0.039 -0.014
H 7.9274 1.8359 2.1182 0.072 0.055 0.009
H 7.1798 4.0934 0.1928 -0.225 0.024 0.048
H 8.0693 4.3126 1.6916 -0.100 -0.019 0.185
C -3.5298 -2.9031 -3.3048 0.099 0.027 0.244
C -2.8119 -4.1291 -3.8284 -0.425 0.280 -0.337
O -1.6555 -4.4257 -3.0284 0.202 -0.209 0.079
C -1.8761 -5.1305 -1.9250 -0.354 0.180 -0.402
O -2.9332 -5.5414 -1.5475 0.138 -0.122 0.163
C -0.5466 -5.3832 -1.2024 0.812 0.009 0.591
F 0.2202 -4.2919 -1.1781 -0.174 -0.054 -0.190
F 0.1593 -6.3562 -1.8195 -0.282 0.065 -0.145
F -0.7370 -5.7731 0.0553 -0.246 -0.018 -0.151
H -2.8453 -2.0571 -3.2438 -0.003 0.007 -0.075
H -4.3594 -2.6401 -3.9610 0.009 -0.030 -0.030
H -3.9213 -3.0768 -2.3031 -0.050 -0.048 -0.029
H -2.4385 -3.9485 -4.8348 0.218 -0.022 0.082
H -3.4733 -4.9936 -3.8736 0.068 -0.069 0.189
C 4.3915 -8.3223 3.2212 0.099 0.184 -0.240
C 5.1664 -7.7627 4.3945 -0.382 -0.447 0.128
O 6.2577 -6.9359 3.9467 0.206 0.181 0.039
C 5.9408 -5.6775 3.6560 -0.341 -0.489 0.218
O 4.8530 -5.1935 3.7321 0.129 0.285 -0.119
C 7.2026 -4.9062 3.2407 0.394 0.335 -0.270
F 7.9723 -5.6308 2.4116 -0.145 0.086 0.155
F 7.9392 -4.6034 4.3252 -0.148 -0.103 -0.112
F 6.8874 -3.7698 2.6235 -0.021 -0.208 0.142
H 5.0586 -8.8588 2.5452 0.005 -0.079 0.073
H 3.6172 -9.0049 3.5688 0.002 0.009 0.037
H 3.9173 -7.5247 2.6500 -0.080 0.012 0.089
H 5.6212 -8.5680 4.9684 0.212 0.085 -0.060
H 4.5200 -7.2029 5.0685 0.047 0.185 -0.100
C -0.8485 3.6352 -0.4823 -0.219 0.329 -0.514
C -0.3576 3.2914 -1.8688 0.620 -0.162 0.611
O -1.4447 3.3183 -2.8277 -0.125 0.046 -0.327
C -1.7541 4.4932 -3.3353 0.531 -0.242 0.468
O -1.2348 5.5455 -3.0981 -0.217 0.139 -0.240
C -2.8892 4.3208 -4.3541 -0.758 0.115 -0.373
F -3.8508 3.4980 -3.9056 0.261 0.077 0.160
F -2.4274 3.8060 -5.5134 0.276 0.072 0.226
F -3.4767 5.4813 -4.6498 0.237 0.018 0.124
H -1.6563 2.9714 -0.2078 0.133 -0.298 0.020
H -0.0458 3.5330 0.2449 -0.023 -0.121 0.002
H -1.2247 4.6589 -0.4501 0.103 0.067 -0.025
H 0.0288 2.2743 -1.8840 -0.231 -0.083 -0.128
H 0.4448 3.9533 -2.1948 -0.181 0.134 -0.176
C -3.8551 2.4376 5.9923 -0.050 -0.132 -0.217
C -3.2436 3.7802 5.6532 -0.090 -0.122 0.539
O -2.7923 3.8059 4.2922 0.066 0.173 -0.192
C -3.7072 4.0909 3.3752 -0.098 0.045 0.500
O -4.8623 4.3334 3.5814 0.004 0.013 -0.194
C -3.0526 4.1041 1.9869 0.247 -0.367 -0.429
F -2.2303 3.0764 1.8442 -0.325 0.283 0.399
F -2.3566 5.2493 1.8212 -0.105 -0.024 0.142
F -3.9768 4.0506 1.0201 -0.010 0.098 0.197
H -3.1507 1.6341 5.7762 0.052 0.031 0.058
H -4.1244 2.3983 7.0481 0.019 0.036 0.008
H -4.7504 2.2553 5.3985 -0.039 0.068 0.039
H -2.3594 3.9572 6.2629 0.126 -0.011 -0.188
H -3.9399 4.5978 5.8384 -0.065 -0.004 -0.195
C -4.9150 2.3778 -6.5394 -0.539 0.019 -0.260
C -4.4078 2.0017 -7.9129 0.412 -0.079 0.507
O -5.4799 1.9732 -8.8799 -0.097 0.003 -0.264
C -5.8100 3.1357 -9.4228 0.461 -0.166 0.424
O -5.3111 4.1973 -9.1934 -0.193 0.086 -0.193
C -6.9274 2.9218 -10.4551 -0.482 0.000 -0.300
F -7.8713 2.0852 -9.9974 0.172 0.129 -0.056
F -6.4225 2.3935 -11.5849 -0.003 0.068 0.191
F -7.5179 4.0764 -10.7685 0.163 -0.153 0.076
H -5.7214 1.7094 -6.2336 0.062 -0.081 -0.010
H -4.1189 2.3184 -5.8128 0.063 -0.141 -0.019
H -5.3162 3.3916 -6.5323 0.121 0.047 -0.002
H -3.9946 0.9953 -7.8989 -0.183 -0.074 -0.166
H -3.6169 2.6731 -8.2441 -0.154 0.132 -0.122
```
Forces are in eV/Å.

Its net charge is -1. As for the total energy: -4079.463408 a.u. The highest occupied orbital energy comes out at -0.1002 hartree. For the frontier orbital gap, the calculation gives 4.7 eV. As for the LUMO energy: 0.0740 Eh.

---

No. 3
C9H14O | ωB97M-V/def2-TZVPD

Structure (XYZ):
```
24
Properties=species:S:1:pos:R:3:forces:R:3
C 1.3035 -1.9107 0.4478 0.481 2.574 -2.434
C -0.0742 -1.3156 0.6091 -0.284 -0.146 0.612
C -1.1591 -2.0588 0.1409 -0.764 4.678 2.886
C -2.4040 -1.5437 0.4507 1.018 2.508 -0.300
C -2.6486 -0.2037 0.8689 0.904 -0.831 1.239
O -3.9450 0.2660 1.0417 -1.649 0.685 -4.496
C -1.5863 0.5466 1.3989 0.990 -0.433 -1.611
C -0.2997 -0.0931 1.3062 -1.771 -1.051 -1.332
H 1.6170 -2.5396 1.1964 0.504 -1.316 2.215
H 2.0009 -1.0216 0.4040 -0.281 -1.280 0.001
H 1.4350 -2.5296 -0.4786 -0.363 0.832 0.514
H -1.0961 -2.9587 -0.2796 0.534 -3.500 -1.659
H -3.2142 -2.1137 0.2427 -2.636 -1.604 -0.710
H -4.4023 0.4284 0.0382 1.953 -0.812 4.228
H -1.7072 1.6543 1.5731 0.156 -1.542 0.433
H 0.5660 0.3305 1.7034 1.132 1.080 0.610
C 2.1223 1.2096 -0.9386 -2.645 0.431 0.474
C 1.8965 2.5697 -1.6933 0.385 -5.343 -2.798
H 1.7865 0.1825 -1.3379 0.742 1.942 -0.772
H 3.1559 1.1283 -0.6268 -0.138 -0.107 0.765
H 1.2652 1.2867 -0.2004 1.886 -0.227 0.461
H 2.1320 3.4549 -1.3238 2.128 3.472 2.704
H 0.8949 2.7433 -1.8762 -2.486 -0.281 -0.594
H 2.3611 2.4880 -2.6666 0.203 0.276 -0.435
```
Forces are in eV/Å.

Its net charge is 0. As for the total energy: -426.472108 a.u. The highest occupied orbital energy comes out at -0.3156 hartree. As for the SMILES: Cc1ccc(O)cc1.CC. For the frontier orbital gap, the calculation gives 9.3 eV. As for the LUMO energy: 0.0251 Eh.

---

No. 4
C3H10O4 | ωB97M-V/def2-TZVPD

Structure (XYZ):
```
17
Properties=species:S:1:pos:R:3:forces:R:3
H 0.1695 -1.8175 0.4198 -0.862 1.007 1.302
O 1.1896 -2.3759 1.0421 1.718 -0.284 -3.136
O -0.7225 -0.8360 0.3767 1.206 -1.041 -0.330
H 1.7333 -2.8740 0.2936 -1.752 1.489 2.163
H 1.6115 -1.4125 1.0485 -0.883 -0.967 0.529
C -0.0664 0.2056 0.8083 1.105 -1.670 -1.226
O 1.1049 0.1011 1.1986 0.302 0.520 0.270
C -0.7012 1.5237 0.7252 -0.722 0.863 4.565
H -1.5874 1.4256 1.4029 0.040 -0.253 -0.701
H -0.1466 2.1492 1.4611 0.414 0.109 -1.294
C -1.1670 2.1176 -0.5150 -1.314 0.533 -3.643
H -1.4287 3.1707 -0.4872 0.080 0.236 0.780
H -0.5407 2.1140 -1.4528 -0.051 -0.579 1.172
H -2.1350 1.6494 -0.8052 0.688 0.062 -0.035
O 1.1716 -1.7714 -1.6084 1.487 -1.530 -1.024
H 1.0304 -2.2138 -2.4675 -0.154 0.630 0.688
H 0.4846 -1.1558 -1.4409 -1.303 0.876 -0.081
```
Forces are in eV/Å.

Its net charge is 0. As for the total energy: -421.239027 a.u. The highest occupied orbital energy comes out at -0.3732 hartree. For the frontier orbital gap, the calculation gives 10.6 eV. As for the LUMO energy: 0.0179 Eh.